The following is a DFT calculation (the ωB97M-V functional and the def2-TZVPD basis) of a cluster of 2 separate species, C21H44Cl2FNO2P in total.

Calculated values
Orbital gap ... 0.364 hartree
Charge ... +1
E ... -2393.12942 Eh

Cartesian coordinates (Å):
C: -1.6776 1.9090 3.8235
C: -2.5897 2.4554 2.7185
C: -3.9805 1.8299 2.7275
C: -3.9937 0.3931 2.1936
C: -4.3374 0.3008 0.7012
C: -3.6772 -0.8983 -0.0086
C: -2.6721 -0.4904 -1.0839
C: -1.4544 0.2146 -0.4566
C: -0.2456 -0.6795 -0.1927
C: 0.2611 -0.6795 1.2679
O: 0.2507 0.5381 1.9477
C: 1.6770 -1.2395 1.1431
N: 2.0117 -1.3931 -0.3377
C: 2.4201 -2.7940 -0.6843
C: 1.3281 -3.8571 -0.5786
C: 1.2660 -4.5901 0.7454
F: 1.6550 -4.7747 -1.5738
C: 0.9633 -0.6731 -1.1679
C: 1.4635 0.7504 -1.5404
Cl: 2.0400 1.6609 -0.1127
C: 2.4956 0.8770 -2.6570
C: 2.8078 2.3345 -3.0122
Cl: 4.0294 0.0480 -2.2139
P: 0.3014 -1.6057 -2.7076
C: -0.4722 -0.2863 -3.7369
C: 1.7219 -2.1128 -3.7703
H: -1.8475 0.8393 3.9692
H: -0.6301 2.0350 3.5470
H: -1.8503 2.4184 4.7662
H: -2.1102 2.3436 1.7426
H: -2.6992 3.5303 2.8719
H: -4.3688 1.8468 3.7461
H: -4.6526 2.4332 2.1169
H: -4.6868 -0.2256 2.7614
H: -3.0024 -0.0500 2.3326
H: -5.4140 0.2143 0.5784
H: -4.0125 1.2150 0.2009
H: -3.1704 -1.5345 0.7242
H: -4.4358 -1.5321 -0.4676
H: -3.1706 0.1671 -1.7960
H: -2.3802 -1.3886 -1.6285
H: -1.2023 1.1286 -0.9913
H: -1.7705 0.5557 0.5307
H: -0.6118 -1.7080 -0.2843
H: -0.3734 -1.4137 1.7676
H: -0.3755 0.5134 2.6725
H: 1.9411 -2.1109 1.7297
H: 2.3274 -0.4465 1.5101
H: 2.8866 -0.8723 -0.4339
H: 3.2174 -3.0440 0.0154
H: 2.8691 -2.8057 -1.6703
H: 0.3487 -3.4672 -0.8462
H: 0.8310 -5.5721 0.5998
H: 0.6270 -4.0366 1.4353
H: 2.2492 -4.6645 1.2045
H: 0.5829 1.2924 -1.8730
H: 2.1181 0.3957 -3.5524
H: 1.9085 2.9320 -2.8620
H: 3.5508 2.7227 -2.3230
H: 3.1465 2.4155 -4.0376
H: 0.2371 0.0813 -4.4803
H: -0.8345 0.5711 -3.1807
H: -1.2881 -0.7669 -4.2669
H: 1.4104 -1.9670 -4.8034
H: 2.6646 -1.6077 -3.5907
H: 1.8639 -3.1812 -3.6276
C: 3.2469 4.5730 2.4828
O: 2.9462 3.1881 2.6389
H: 3.9704 4.8314 3.2507
H: 3.6872 4.7789 1.5035
H: 2.3568 5.1919 2.6173
H: 2.3078 2.9430 1.9661